Here is 3 unconnected molecules or ions with the total composition C27H42F13N3O6P2S from the OMol25 dataset. Energies are from ωB97M-V/def2-TZVPD.

XYZ file:
```
94
Properties=species:S:1:pos:R:3:lowdin_charge:R:1
C 1.49 2.58 5.45 0.0306
C 1.80 1.43 4.54 -0.5036
O 1.69 0.27 4.79 0.1431
O 2.26 1.83 3.30 -0.0469
C 1.47 1.31 2.23 -0.1071
C 1.12 2.39 1.15 -0.3329
C 1.29 3.72 1.77 -0.2000
N 1.43 4.75 2.24 0.2247
C -0.39 2.23 0.84 -0.1256
C -0.80 0.82 0.38 -0.0727
C -1.89 0.14 1.20 -0.4198
F -1.69 -1.20 1.16 0.1197
F -1.87 0.50 2.51 0.1166
C -3.34 0.33 0.66 -0.3546
F -4.19 -0.30 1.49 0.1671
F -3.40 -0.25 -0.55 0.1579
C -3.79 1.81 0.50 -0.3286
F -3.29 2.55 1.52 0.1559
F -3.28 2.28 -0.65 0.1552
C -5.33 2.00 0.49 -0.3497
F -5.79 1.88 1.75 0.1706
F -5.88 1.03 -0.26 0.1745
C -5.86 3.35 -0.09 -0.3485
F -7.19 3.33 0.09 0.1657
F -5.61 3.39 -1.41 0.1747
C -5.32 4.66 0.55 -0.5550
F -5.36 4.59 1.88 0.1912
F -6.08 5.67 0.15 0.1933
F -4.07 4.89 0.16 0.1839
C 2.04 2.36 -0.15 -0.3852
C 2.23 1.00 -0.63 -0.2987
N 2.36 -0.11 -0.90 0.2404
P 3.76 3.02 0.22 0.5036
N 4.33 2.56 1.57 -0.0851
O 3.61 4.62 -0.02 -0.1707
O 4.54 2.46 -1.04 -0.1143
P 1.27 3.35 -1.59 0.2143
O 0.77 4.71 -0.93 -0.1792
O 2.53 3.76 -2.49 -0.1904
S -0.05 2.40 -2.58 0.4744
H 1.40 2.20 6.47 0.0901
H 0.53 3.01 5.14 0.0956
H 2.25 3.35 5.38 0.0907
H 0.53 0.96 2.65 0.1270
H 1.96 0.45 1.77 0.1061
H -0.91 2.48 1.77 0.1229
H -0.72 2.97 0.11 0.0803
H -1.13 0.84 -0.66 0.0688
H 0.05 0.12 0.40 0.1112
H 4.54 3.27 2.26 0.0163
H 3.71 5.08 0.83 0.0861
H 5.46 2.76 -0.98 0.1056
H 1.38 5.09 -0.28 0.0561
H 2.85 4.65 -2.31 0.0850
C -0.08 -6.01 1.63 -0.1116
C 1.24 -5.61 2.27 -0.2706
C 1.08 -4.76 3.53 -0.2268
C 0.38 -3.41 3.31 -0.2178
C 1.06 -2.51 2.28 -0.2596
C 2.48 -2.10 2.66 -0.0989
H -0.65 -5.13 1.30 0.0631
H 0.08 -6.64 0.76 0.0678
H -0.71 -6.56 2.34 0.0740
H 1.86 -5.08 1.54 0.0979
H 1.79 -6.52 2.54 0.1028
H 2.07 -4.59 3.97 0.1010
H 0.51 -5.32 4.27 0.1086
H 0.34 -2.88 4.26 0.1122
H -0.65 -3.58 3.00 0.1006
H 0.44 -1.61 2.17 0.0729
H 1.06 -2.99 1.29 0.1049
H 2.48 -1.59 3.62 0.0580
H 2.89 -1.42 1.91 0.0569
H 3.15 -2.96 2.72 0.0712
C 1.66 -3.16 -6.85 -0.1136
C 0.89 -3.69 -5.65 -0.2714
C -0.58 -3.26 -5.63 -0.2305
C -0.81 -1.75 -5.57 -0.2273
C -0.17 -1.06 -4.37 -0.2710
C -0.70 -1.54 -3.02 -0.1042
H 1.70 -2.07 -6.87 0.0643
H 2.70 -3.52 -6.84 0.0677
H 1.21 -3.50 -7.78 0.0737
H 1.38 -3.36 -4.73 0.0985
H 0.93 -4.78 -5.64 0.1031
H -1.08 -3.74 -4.79 0.1001
H -1.07 -3.65 -6.53 0.1079
H -1.89 -1.56 -5.55 0.1090
H -0.44 -1.28 -6.49 0.1005
H -0.35 0.02 -4.45 0.0699
H 0.92 -1.18 -4.40 0.1021
H -1.78 -1.40 -2.96 0.0750
H -0.23 -0.99 -2.21 0.0396
H -0.49 -2.60 -2.86 0.0696
```

Its SMILES is CC(=O)OC[C@](C#N)(CCC(F)(F)C(F)(F)C(F)(F)C(F)(F)C(F)(F)C(F)(F)F)[C@](C#N)(P(=N)(O)O)P(O)(O)=S.CCCCCC.CCCCCC. The charge is 0. Its HOMO-LUMO gap is 9.541 eV. The value obtained for the max |F| is 0.91 eV/A. As for the spin multiplicity: 1.